46
Properties=species:S:1:pos:R:3:forces:R:3 method="wB97M-V/def2-TZVPD" e_homo_ha=-0.32843 homo_lumo_gap_ha=0.318 max_force_ev_per_a=1.47 charge=0 smiles=SCCCc1cccc2nccnc12.CCCCCC molar_mass_g_mol=290.5
S -1.60736 -5.16599 -1.05107 0.2 0.0 -0.1
C -0.24222 -3.93522 -0.90522 0.0 -0.3 0.2
C -0.85036 -2.56535 -0.57077 0.1 0.4 -0.8
C 0.18814 -1.48711 -0.13759 -0.9 -0.3 1.0
C 0.98906 -2.03796 1.03732 -0.3 0.8 -1.0
C 2.22762 -2.54026 0.79339 0.9 -0.4 0.6
C 2.99696 -3.10322 1.86217 -0.5 0.1 -0.5
C 2.45551 -3.12988 3.10436 0.5 -0.3 0.7
C 1.17387 -2.59658 3.39685 0.3 -0.3 0.1
N 0.71856 -2.65385 4.68332 -0.5 0.4 -0.4
C -0.47039 -2.12616 4.83266 0.0 0.0 0.1
C -1.23243 -1.58483 3.75627 -0.7 0.3 0.1
N -0.84329 -1.53160 2.50565 0.7 -0.4 1.2
C 0.41476 -2.04404 2.35083 0.3 0.0 -1.2
H -0.94332 -6.30370 -0.72932 0.0 0.5 -0.1
H 0.43691 -4.32414 -0.13848 -0.2 0.3 0.0
H 0.33654 -3.86143 -1.83727 -0.3 -0.1 0.2
H -1.33526 -2.20820 -1.49739 0.0 -0.1 0.4
H -1.63998 -2.62574 0.19061 0.4 -0.2 -0.1
H -0.40201 -0.63707 0.24113 0.2 -0.2 -0.3
H 0.80739 -1.10559 -0.95829 0.1 -0.4 0.2
H 2.63820 -2.51438 -0.21645 -0.1 0.0 0.2
H 3.98255 -3.54087 1.71553 -0.2 0.2 -0.2
H 3.02537 -3.58490 3.91537 -0.3 0.2 0.0
H -0.89808 -2.10384 5.83704 0.1 -0.1 -0.2
H -2.22191 -1.17835 3.98980 0.3 -0.1 -0.1
C -1.07232 5.71141 -0.88347 0.1 0.1 -0.1
C -1.07478 4.95201 -2.20613 -0.1 0.0 0.1
C -1.63093 3.53342 -2.08890 0.0 0.0 -0.1
C -0.83840 2.60034 -1.17151 0.0 0.0 0.1
C 0.63620 2.42328 -1.53761 -0.1 -0.1 -0.1
C 0.84386 1.79055 -2.91072 0.1 0.1 0.1
H -0.43583 5.22758 -0.14069 0.0 0.0 0.0
H -0.69483 6.72532 -1.02790 0.0 0.0 0.1
H -2.08237 5.78413 -0.47450 0.0 0.0 0.0
H -0.06353 4.93313 -2.62223 0.0 0.0 0.0
H -1.68860 5.50408 -2.92352 0.0 0.0 0.0
H -1.69257 3.09540 -3.08952 0.0 0.0 0.0
H -2.66124 3.58522 -1.72222 0.0 0.0 0.0
H -1.32472 1.61892 -1.17459 0.0 0.0 0.0
H -0.90271 2.96144 -0.14075 0.0 0.0 0.0
H 1.10567 1.78294 -0.78490 0.0 0.1 0.0
H 1.15999 3.38209 -1.49312 0.0 0.0 0.0
H 0.36587 0.80907 -2.96216 0.0 0.0 0.0
H 1.90937 1.65686 -3.10694 0.0 0.0 -0.1
H 0.43703 2.41308 -3.70908 0.0 0.0 0.0

120
Properties=species:S:1:pos:R:3:forces:R:3 method="wB97M-V/def2-TZVPD" e_homo_ha=-0.24491 homo_lumo_gap_ha=0.239 max_force_ev_per_a=1.41 charge=0 molar_mass_g_mol=1067.3
Os -0.80419 -1.03685 -0.36333 0.0 -0.9 1.1
C -2.86960 -1.45701 2.54370 0.1 0.1 -0.1
C -1.45845 -1.47118 3.11172 0.2 0.0 -0.1
C -1.14606 -2.84584 3.69068 0.0 0.0 -0.1
C -1.30814 -0.40994 4.19305 0.0 0.0 -0.1
O -0.52732 -1.14160 2.01596 -0.2 -0.3 -0.4
Si 1.14933 -1.33306 1.94474 0.2 0.1 -0.1
S 1.53919 -0.66888 0.01490 0.1 0.1 -0.1
O 1.95523 -0.59684 3.14957 -0.3 0.1 0.2
C 2.43308 0.73654 3.40529 0.1 0.0 -0.1
C 1.50182 1.78789 2.82274 0.0 0.0 0.0
C 3.82028 0.84211 2.77916 0.0 0.0 0.0
C 2.51593 0.87044 4.92028 0.0 0.0 0.0
O 1.39002 -2.92435 2.21223 0.0 -0.1 0.0
C 2.56590 -3.75075 2.22769 0.0 0.0 0.0
C 2.21476 -4.93915 3.11322 0.0 0.0 0.0
C 3.76650 -3.00415 2.79614 0.0 0.0 0.0
C 2.85320 -4.20573 0.80403 0.0 0.0 0.0
H -3.54738 -1.93979 3.24723 0.0 0.0 0.0
H -2.89870 -2.01104 1.60387 0.0 -0.1 0.0
H -3.21407 -0.43558 2.36885 0.0 0.0 -0.1
H -1.85969 -3.05961 4.48783 0.0 0.0 0.0
H -0.14148 -2.87961 4.10756 0.0 0.0 0.0
H -1.22276 -3.62219 2.92950 0.0 0.0 0.0
H -2.03487 -0.59072 4.98772 0.0 0.0 0.0
H -1.47923 0.58195 3.77903 0.0 0.1 -0.1
H -0.30832 -0.45061 4.62467 0.0 0.0 0.0
H 1.49326 1.75116 1.73334 0.0 0.0 0.0
H 1.82453 2.78261 3.13919 0.0 -0.1 0.0
H 0.47769 1.63619 3.16444 0.0 0.0 0.0
H 3.75259 0.67507 1.70263 0.0 0.0 0.0
H 4.48882 0.09477 3.20904 0.0 0.0 0.0
H 4.24523 1.83284 2.95085 0.0 0.0 0.0
H 1.51955 0.83238 5.36274 0.0 0.0 0.0
H 2.97696 1.82092 5.19235 0.0 0.0 0.0
H 3.11305 0.05839 5.33713 0.0 0.0 0.0
H 2.00621 -4.60510 4.13089 0.0 0.0 0.0
H 3.03843 -5.65396 3.14116 0.0 0.0 0.0
H 1.32858 -5.44332 2.72408 0.0 0.0 0.0
H 3.53451 -2.58653 3.77487 0.0 0.0 0.0
H 4.06427 -2.18742 2.13619 0.0 0.0 0.0
H 4.60900 -3.69132 2.89158 0.0 0.0 0.0
H 2.01251 -4.77563 0.40658 0.0 0.0 0.0
H 3.74307 -4.83831 0.78119 0.0 0.0 0.0
H 3.01621 -3.34284 0.15800 0.0 0.0 0.0
C -0.72284 -0.99585 -5.06529 0.0 0.0 0.0
O -1.94082 -0.87205 -4.29532 -0.1 0.2 -0.1
C -1.79806 -0.85959 -2.98982 -0.1 -0.1 0.1
O -0.70392 -0.94029 -2.42481 0.0 0.2 -0.2
N -2.96029 -0.83634 -2.31803 -0.1 0.2 -0.1
N -2.93179 -0.96522 -0.91759 0.0 0.0 -0.2
H -1.03061 -0.86602 -6.09674 0.0 0.0 0.0
H -0.29281 -1.98306 -4.90702 0.0 0.0 0.0
H -0.01394 -0.23007 -4.76996 0.1 0.1 0.0
H -3.83315 -0.72375 -2.80660 0.0 0.0 0.0
H -3.44621 -1.79915 -0.65016 0.0 0.0 0.0
H -3.33791 -0.11469 -0.50021 0.2 0.0 0.0
C 1.46854 2.04619 -3.01862 0.1 0.0 0.0
Si 1.26940 3.51013 -1.86514 0.0 0.1 0.1
C 2.66069 3.48457 -0.59932 0.0 0.0 0.0
C 1.43576 5.09180 -2.88776 0.0 0.0 0.0
Si -0.86274 3.58567 -0.89863 -0.1 -0.1 0.0
Te -1.62002 1.55726 0.36733 0.1 0.7 0.1
Si -2.40580 4.10243 -2.59697 -0.1 0.0 -0.1
C -2.01917 3.07614 -4.13506 0.0 0.0 0.0
C -4.16260 3.66944 -2.07267 0.1 0.0 0.0
C -2.41003 5.91868 -3.11004 0.0 0.0 0.1
Si -1.00545 5.29006 0.69693 0.0 0.0 0.0
C -2.80861 5.46835 1.20694 0.0 0.0 0.0
C 0.01246 4.89230 2.22719 -0.1 0.0 0.0
C -0.40392 6.94079 0.00978 0.0 0.0 0.1
H 2.46882 2.04042 -3.46129 0.0 0.0 0.0
H 0.73883 2.10284 -3.82674 0.0 0.0 -0.1
H 1.32654 1.10810 -2.48222 0.0 -0.1 0.0
H 3.60460 3.72904 -1.09461 0.0 0.0 0.0
H 2.76454 2.49678 -0.14612 -0.1 0.0 0.0
H 2.50278 4.21025 0.20029 0.0 0.0 0.0
H 2.47742 5.24598 -3.18221 0.0 0.0 0.0
H 1.11719 5.97082 -2.32369 0.0 0.0 0.0
H 0.83568 5.04497 -3.79913 0.0 0.0 0.0
H -1.90920 2.02701 -3.85759 0.0 -0.1 0.0
H -1.08985 3.39577 -4.61075 0.0 0.0 0.0
H -2.82219 3.15423 -4.87299 0.0 0.0 0.0
H -4.23011 2.62045 -1.77687 0.0 0.0 0.0
H -4.85689 3.85329 -2.89732 0.0 0.0 0.0
H -4.48323 4.26610 -1.21701 0.0 0.0 0.0
H -1.40409 6.30239 -3.28732 0.0 0.0 0.0
H -2.87665 6.53652 -2.33964 0.0 0.0 0.0
H -2.98487 6.04874 -4.03089 0.0 0.0 0.0
H -3.24252 4.49866 1.45840 0.0 0.0 0.0
H -3.40116 5.90615 0.40015 0.0 0.0 0.0
H -2.89717 6.12179 2.07875 0.0 0.0 0.0
H -0.32175 3.95897 2.68526 0.0 0.0 0.0
H -0.09712 5.69341 2.96358 0.0 0.0 0.0
H 1.07366 4.79411 1.99129 0.0 0.0 0.0
H -0.83768 7.16438 -0.96537 0.0 0.0 0.0
H 0.68336 6.95114 -0.09368 0.0 0.0 0.0
H -0.67791 7.75067 0.69150 0.0 0.0 0.0
C -1.84615 -5.13845 -0.24564 0.0 0.0 0.0
C -1.12952 -4.13787 -1.16621 0.0 0.1 -0.1
C -2.03315 -3.87365 -2.37767 0.0 0.0 0.0
C -0.78347 -2.91974 -0.31816 0.0 0.1 0.2
C 0.19303 -4.69190 -1.70282 0.0 0.0 0.0
C 0.45492 -6.05893 -1.74113 0.0 0.0 0.0
C 1.63716 -6.54185 -2.28538 0.0 0.0 0.0
C 2.57908 -5.66444 -2.80088 0.0 0.0 0.0
C 2.32619 -4.30063 -2.76970 0.0 0.0 0.0
C 1.14433 -3.81899 -2.22796 0.0 0.0 0.0
H -2.65678 -4.63230 0.28374 0.0 0.0 0.0
H -1.16420 -5.54568 0.50247 0.0 0.0 0.0
H -2.28572 -5.96636 -0.80539 0.0 0.0 0.0
H -3.04440 -3.59059 -2.07039 0.0 0.0 0.0
H -2.11671 -4.78237 -2.97698 0.0 0.0 0.0
H -1.61965 -3.10449 -3.02264 0.0 -0.1 0.0
H -0.48643 -3.31084 0.66564 0.1 0.0 0.1
H -0.25951 -6.76475 -1.33869 0.0 0.0 0.0
H 1.82268 -7.60850 -2.29973 0.0 0.0 0.0
H 3.50537 -6.03997 -3.21610 0.0 0.0 0.0
H 3.06046 -3.60205 -3.15126 0.0 0.0 0.0
H 0.97580 -2.75072 -2.17558 0.0 0.0 0.0

89
Properties=species:S:1:pos:R:3:forces:R:3 method="wB97M-V/def2-TZVPD" e_homo_ha="-0.26738 / -0.26737" homo_lumo_gap_ha="0.269 / 0.188" max_force_ev_per_a=1.75 charge=0 spin_multiplicity=2 s2=0.75 molar_mass_g_mol=1014.1
Fe -0.29126 -0.29761 1.55793 -0.4 -1.6 -0.6
O 1.47695 -0.96478 2.06542 0.2 0.1 0.2
N 1.48294 -1.75653 3.14493 -0.1 0.0 0.0
C 2.64937 -1.83543 3.81841 0.0 0.0 0.0
C 2.78883 -2.67310 4.88885 0.0 0.0 0.0
C 1.68760 -3.44049 5.28146 0.0 0.0 0.0
C 0.50457 -3.32592 4.59947 0.0 0.0 0.0
C 0.37187 -2.45684 3.50242 0.1 0.1 -0.1
S -1.07573 -2.21915 2.61910 0.1 0.2 0.4
H 3.42072 -1.19061 3.42425 0.0 0.0 0.0
H 3.73386 -2.71580 5.40943 0.0 0.0 0.0
H 1.76326 -4.11233 6.12648 0.0 0.0 0.0
H -0.37156 -3.88810 4.88951 0.0 0.0 0.0
O 2.52740 2.07483 0.57668 0.0 -1.1 0.7
C 1.88990 1.13841 0.11489 -0.2 -0.6 0.0
O 0.61366 0.96755 0.21623 -0.2 0.8 0.3
C 2.60023 0.08512 -0.71286 0.1 0.0 0.1
C 3.84057 0.42388 -1.24773 0.0 0.0 0.0
C 4.53891 -0.46188 -2.04865 0.0 0.0 0.0
C 3.99806 -1.71209 -2.31749 0.0 0.0 0.0
C 2.77208 -2.06107 -1.77745 0.0 0.0 0.0
C 2.05909 -1.17874 -0.96456 0.0 0.0 0.0
P 0.40912 -1.73052 -0.34735 -0.1 0.4 0.0
C 0.71673 -3.45983 0.13560 0.0 0.0 0.1
C 1.93039 -3.82449 0.71456 0.0 0.0 0.0
C 2.10848 -5.09551 1.24335 0.0 0.0 0.0
C 1.07554 -6.01997 1.19936 0.0 0.0 0.0
C -0.14405 -5.66063 0.64183 0.0 0.0 0.0
C -0.32546 -4.38577 0.13010 0.0 0.0 0.0
C -0.38232 -1.82349 -2.00590 0.0 0.0 -0.1
C -0.60164 -2.97493 -2.75483 0.0 0.0 0.0
C -1.13365 -2.89007 -4.03598 0.0 0.0 0.0
C -1.43599 -1.65731 -4.59157 0.0 0.0 0.0
C -1.20160 -0.50090 -3.86096 0.0 0.0 0.0
C -0.68238 -0.58619 -2.58184 0.1 0.0 0.0
H 4.23650 1.40382 -1.01459 0.0 0.0 0.0
H 5.49964 -0.18185 -2.46291 0.0 0.0 0.0
H 4.52807 -2.41516 -2.94803 0.0 0.0 0.0
H 2.35891 -3.03892 -1.99565 0.0 0.0 0.0
H 2.73860 -3.10545 0.76401 0.0 0.0 0.0
H 3.05714 -5.35942 1.69388 0.0 0.0 0.0
H 1.21646 -7.01423 1.60448 0.0 0.0 0.0
H -0.96346 -6.36822 0.62247 0.0 0.0 0.0
H -1.29967 -4.10309 -0.25150 0.0 0.0 0.0
H -0.34516 -3.94667 -2.35392 0.0 0.0 0.0
H -1.30360 -3.79714 -4.60287 0.0 0.0 0.0
H -1.85270 -1.59661 -5.58877 0.0 0.0 0.0
H -1.43505 0.46701 -4.28689 0.0 0.0 0.0
H -0.47943 0.31434 -2.00907 0.0 0.0 0.0
Cl 0.04815 4.07156 2.36527 0.0 0.0 0.1
Ge 1.40532 2.36508 3.43392 0.0 -0.1 0.0
Cl 1.10732 3.30468 5.46172 0.0 0.0 0.0
Cl -0.41922 0.79176 3.68879 0.4 0.6 -0.1
N -6.08929 -1.26256 -1.54488 0.0 0.0 0.0
C -4.80672 -0.81316 -1.46509 0.1 0.0 0.0
O -4.10079 -0.69788 -2.44649 0.0 0.0 0.0
C -4.31283 -0.43361 -0.09980 0.0 0.0 0.0
C -5.14007 -0.19231 0.98772 0.0 0.0 0.0
C -4.56256 0.19846 2.18060 0.0 0.0 0.0
C -3.18705 0.32067 2.25549 0.1 0.1 0.0
N -2.37063 0.08121 1.21927 0.1 0.0 -0.3
C -2.94157 -0.28020 0.06602 0.1 0.1 0.0
H -6.40173 -1.57667 -2.44739 0.0 0.0 0.0
H -6.60775 -1.54775 -0.73593 0.0 0.0 0.0
H -6.21749 -0.27150 0.91149 0.0 0.0 0.0
H -5.16224 0.40508 3.05581 0.0 0.0 0.0
H -2.70871 0.61831 3.17617 0.0 0.0 0.0
H -2.28976 -0.46638 -0.77529 0.0 0.0 0.0
C 1.10116 5.93406 -3.28189 -0.1 0.0 -0.1
Ge 1.01000 5.17911 -1.48407 0.3 -0.1 0.1
C 0.64474 6.58270 -0.18659 -0.1 0.1 0.0
C 2.58266 4.14153 -1.02976 0.0 0.7 -0.2
C -0.51671 3.88195 -1.60447 0.1 0.0 0.0
Se -1.24917 3.20355 0.02259 -0.1 -0.2 0.1
C -2.45120 4.66510 0.41291 0.0 0.0 0.0
H 1.94140 6.62612 -3.35391 0.0 0.0 0.0
H 0.18780 6.48113 -3.51958 0.0 0.0 0.0
H 1.24180 5.15096 -4.02797 0.0 0.0 0.0
H 1.54144 7.19593 -0.08200 0.0 0.0 0.0
H 0.41107 6.16998 0.79389 0.0 0.0 0.0
H -0.16909 7.23127 -0.51467 0.0 0.0 0.0
H 3.45673 4.79326 -0.98254 0.0 0.1 -0.1
H 2.76680 3.37212 -1.78140 0.0 0.0 0.0
H 2.46110 3.65249 -0.06125 0.0 0.5 -0.4
H -0.13773 2.99936 -2.12342 0.0 0.0 0.0
H -1.33335 4.32038 -2.18063 0.0 0.0 0.0
H -1.91514 5.60925 0.36076 0.0 0.0 0.0
H -2.82090 4.50418 1.42206 0.0 0.0 0.0
H -3.26657 4.64264 -0.30921 0.0 0.0 0.0

> What is the charge in the third record?

0